No. 1
{"formula": "C25H23LiN7O3S2Se", "method": "ωB97M-V with the def2-TZVPD basis set", "largest_force_ha_per_bohr": 0.0651, "lumo_ev": 1.365, "homo_lumo_gap_ha": 0.228, "total_charge": -1, "de_lowest_ev": 1.642, "spin_multiplicity": 1, "e_tot_ha": -4780.92298, "elements": ["Li", "Se", "N", "C", "C", "C", "C", "C", "N", "C", "C", "N", "C", "C", "C", "C", "C", "N", "H", "H", "H", "H", "H", "H", "N", "C", "C", "C", "C", "C", "C", "S", "O", "O", "N", "C", "S", "C", "C", "N", "H", "H", "H", "H", "H", "H", "H", "H", "C", "C", "C", "C", "O", "H", "H", "H", "H", "H", "H", "H", "H", "H"], "coordinates": [[-0.443456, 0.837128, -0.973267], [-4.917374, -2.019528, 4.151350], [-3.593148, -0.738316, 4.232542], [-2.870240, -0.954862, 3.178018], [-1.748108, -0.081469, 2.783753], [-1.585990, 1.086769, 3.546715], [-0.529123, 1.920661, 3.196174], [0.241398, 1.627176, 2.117069], [0.087458, 0.559799, 1.324625], [-0.939600, -0.295634, 1.630745], [-1.252230, -1.441685, 0.730497], [-0.643588, -1.459984, -0.413708], [-0.952049, -2.422480, -1.290834], [-2.014265, -3.342638, -1.034642], [-2.706360, -3.307068, 0.151471], [-2.368568, -2.327436, 1.084366], [-3.197534, -2.057057, 2.274798], [-4.205457, -2.775170, 2.630352], [-2.138797, 1.223208, 4.438148], [-0.208758, 2.795808, 3.759081], [1.042665, 2.296242, 1.869959], [-0.386020, -2.381610, -2.263418], [-2.108296, -4.004978, -1.816141], [-3.458735, -4.129425, 0.402499], [5.204427, -4.013555, 0.717586], [4.746118, -2.635147, 0.859817], [5.741325, -1.664914, 1.029234], [5.388156, -0.340679, 1.021027], [4.033660, 0.069783, 0.948892], [3.082637, -0.910763, 0.823294], [3.418320, -2.258521, 0.847354], [3.638169, 1.798051, 0.765407], [4.767961, 2.423983, 0.118438], [3.201019, 2.272364, 2.063454], [2.361461, 1.776182, -0.091140], [2.329112, 1.517897, -1.397156], [3.746478, 1.624513, -2.468618], [2.751294, 1.541271, -3.843100], [1.453213, 1.330790, -3.480998], [1.224683, 1.326650, -2.119892], [5.998333, -4.004994, 0.063329], [4.473260, -4.582180, 0.283970], [6.779880, -2.018148, 0.837502], [6.189315, 0.466635, 1.051987], [1.991561, -0.670586, 0.552478], [2.595497, -2.991274, 0.691930], [3.117460, 1.778888, -4.862454], [0.556555, 1.136381, -4.138491], [-4.157295, 0.819798, -2.080933], [-3.076806, 1.788753, -1.578205], [-3.742150, 2.892001, -0.738388], [-2.496738, 2.513350, -2.843524], [-2.147225, 1.123126, -0.815970], [-5.091765, 1.440158, -2.423181], [-4.343785, 0.036423, -1.283631], [-3.807039, 0.236742, -2.917513], [-4.665484, 3.312990, -1.213345], [-3.062344, 3.735951, -0.622978], [-4.086788, 2.403760, 0.180812], [-3.310868, 2.981191, -3.377502], [-2.131345, 1.771729, -3.542417], [-1.774090, 3.363959, -2.727201]], "forces_ev_per_angstrom": [[0.4949, 0.0035, 0.1443], [1.0337, 0.0040, -0.6234], [-0.8092, -1.0894, -0.5870], [1.0446, 0.4978, -1.0448], [-0.2374, 0.6841, 0.1366], [2.0587, -0.3739, -1.0143], [-1.0012, 0.2010, 1.3732], [0.6046, -0.7789, -1.5256], [-1.9043, -0.9382, 0.3503], [0.2135, 0.9552, 1.1392], [-2.5363, 0.1776, 2.0112], [1.0748, -0.9369, -1.5885], [-0.9385, 0.2562, 0.2146], [2.5939, 2.1166, 0.0856], [-0.7148, -1.2581, 0.7953], [1.0216, 1.0191, -0.7870], [0.6831, -0.0421, 0.5828], [-1.0340, 0.0007, 0.6000], [-0.6946, 0.2236, 0.5513], [-0.5150, -0.1326, 0.0815], [0.3053, -0.0435, -0.2751], [-0.7662, -0.2779, 1.1056], [-0.9188, -1.8226, -1.2592], [0.8592, 1.5734, -0.4100], [-0.5228, 0.9446, -0.6459], [0.7642, -1.2213, 0.3913], [0.3785, -0.7492, -1.2486], [0.6346, 2.0733, 0.4465], [1.6123, -0.3139, -0.2095], [-2.4385, 0.0923, -0.5907], [-0.6303, -0.6945, -0.4800], [-0.2488, -0.2477, 0.8520], [0.3749, 0.0129, 0.2904], [0.9018, 0.1304, 0.0886], [-1.4970, -0.3258, -1.1643], [0.2250, 0.5754, -1.2903], [0.4262, 0.4314, 0.5358], [-0.9015, -0.0581, -1.4943], [-0.4947, -0.1362, -0.0762], [0.0080, -0.2991, 0.6744], [-0.4363, -0.1384, 0.5118], [0.2698, 0.2181, 0.2416], [-0.6579, 0.5915, 0.6722], [-1.1680, -1.1500, -0.1051], [1.7881, -0.0466, 0.8101], [0.8055, 0.4374, 0.1394], [-0.1987, -0.5840, 0.9135], [1.3065, 0.5159, 0.6746], [-1.5017, 0.3659, 0.3939], [0.5549, 0.6945, -0.0791], [-1.2383, -0.0468, -0.3889], [-0.0275, 0.3055, 0.0373], [-0.1269, 0.1393, -0.4929], [1.3662, -1.5078, 0.7094], [-0.2953, 1.1935, -0.6217], [0.2438, -0.1005, -0.5705], [0.6089, -0.3025, 0.0858], [0.1156, -0.1925, 0.5816], [0.3754, 0.4742, 0.2137], [-0.6375, 0.2005, -0.2270], [0.5905, -0.2147, -0.1235], [-0.2468, -1.0855, 0.4883]], "lowdin_charge": [0.55, 1.02, -0.21, -0.35, -0.08, 0.01, -0.03, -0.12, 0.11, -0.13, -0.17, 0.09, -0.08, -0.05, -0.02, -0.06, -0.34, -0.22, 0.10, 0.11, 0.07, 0.13, 0.07, 0.14, 0.05, -0.32, -0.06, -0.06, -0.27, -0.07, -0.05, 0.52, -0.36, -0.34, -0.16, -0.67, 1.01, -0.48, -0.28, -0.05, 0.08, 0.07, 0.12, 0.13, 0.11, 0.12, 0.06, 0.11, -0.07, -0.81, -0.08, -0.07, -0.34, 0.10, 0.09, 0.05, 0.07, 0.07, 0.07, 0.05, 0.05, 0.09]}

No. 2
{"formula": "C43H36N6OsPS", "method": "ωB97M-V with the def2-TZVPD basis set", "largest_force_ha_per_bohr": 0.0219, "lumo_ev": [-3.112, -3.089], "homo_lumo_gap_ha": [0.231, 0.234], "total_charge": 1, "de_lowest_ev": 1.177, "spin_multiplicity": 1, "e_tot_ha": -2818.77542, "elements": ["Os", "N", "C", "S", "N", "N", "C", "C", "C", "C", "C", "C", "C", "C", "C", "C", "C", "C", "N", "H", "H", "H", "H", "H", "H", "H", "H", "H", "H", "H", "N", "C", "C", "C", "C", "C", "C", "C", "C", "C", "C", "C", "C", "H", "H", "H", "H", "H", "H", "H", "H", "H", "H", "N", "P", "C", "C", "C", "C", "C", "C", "C", "C", "C", "C", "C", "C", "C", "C", "C", "C", "C", "C", "H", "H", "H", "H", "H", "H", "H", "H", "H", "H", "H", "H", "H", "H", "H"], "coordinates": [[-0.105103, -0.013663, 0.579956], [0.351510, -0.669600, 4.882412], [-0.035870, -0.423720, 3.612842], [1.117144, 0.372604, 2.567664], [-1.241210, -0.779810, 3.268429], [-1.520015, -0.591732, 1.940057], [-2.762082, -0.526142, 1.597321], [-3.898265, -0.437085, 2.539635], [-4.854649, 0.556364, 2.316013], [-5.911164, 0.730670, 3.195228], [-6.035680, -0.097576, 4.301122], [-5.099963, -1.099397, 4.520283], [-4.033345, -1.266551, 3.652307], [-2.974843, -0.444949, 0.145801], [-4.207886, -0.740899, -0.417387], [-4.361778, -0.712558, -1.789708], [-3.265763, -0.387181, -2.562360], [-2.061129, -0.118304, -1.938001], [-1.892312, -0.147408, -0.610395], [1.142016, -0.159638, 5.236438], [-0.369293, -0.918562, 5.540890], [-4.754805, 1.216824, 1.462931], [-6.633967, 1.516525, 3.019187], [-6.861238, 0.034652, 4.988017], [-5.198010, -1.752501, 5.377604], [-3.312460, -2.051876, 3.824323], [-5.027395, -1.002719, 0.235498], [-5.316045, -0.940600, -2.246060], [-3.323453, -0.351344, -3.641485], [-1.204165, 0.138199, -2.515330], [0.378800, 2.165975, 0.254587], [0.160621, 3.089860, -0.821468], [-0.378630, 4.326645, -0.484804], [-0.432776, 5.361132, -1.399026], [0.120979, 5.170259, -2.656054], [0.589346, 3.918746, -3.008646], [0.543322, 2.814520, -2.145913], [0.694820, 1.455727, -2.769932], [0.183373, 1.353124, -4.077534], [0.139642, 0.172640, -4.794923], [0.559167, -0.999972, -4.180051], [1.026470, -0.938078, -2.883900], [1.153239, 0.266016, -2.173642], [0.195317, 2.611200, 1.146559], [1.349383, 1.862527, 0.223221], [-0.726529, 4.480858, 0.531015], [-0.858115, 6.315073, -1.117532], [0.170353, 5.985578, -3.365243], [1.008700, 3.786017, -3.997632], [-0.241065, 2.236176, -4.535303], [-0.255359, 0.164847, -5.802407], [0.516086, -1.948800, -4.699307], [1.326164, -1.853833, -2.390315], [1.717466, 0.248352, -0.876830], [3.081761, -0.565951, -0.573837], [2.789668, -1.885130, 0.613540], [1.605244, -2.615828, 0.497694], [1.313219, -3.615810, 1.408995], [2.205064, -3.895887, 2.438766], [3.396894, -3.196285, 2.536072], [3.692693, -2.190554, 1.623350], [3.852269, -1.317865, -2.023866], [4.461251, -2.565622, -1.919493], [5.083719, -3.127590, -3.026824], [5.092601, -2.452827, -4.237752], [4.497760, -1.201164, -4.343176], [3.884538, -0.631432, -3.240979], [4.356653, 0.526019, 0.107970], [4.282973, 0.981724, 1.425648], [5.272241, 1.805514, 1.936876], [6.342327, 2.189617, 1.140976], [6.417885, 1.752899, -0.172523], [5.435389, 0.919216, -0.686970], [0.921340, -2.427245, -0.322625], [0.390529, -4.174486, 1.319302], [1.968806, -4.664741, 3.162925], [4.096515, -3.424476, 3.329203], [4.619136, -1.638643, 1.711176], [4.454299, -3.102875, -0.980097], [5.560437, -4.094913, -2.939061], [5.565061, -2.900423, -5.102596], [4.510706, -0.669195, -5.285503], [3.431375, 0.349598, -3.327245], [3.457760, 0.688382, 2.057008], [5.212837, 2.142495, 2.963979], [7.119691, 2.823529, 1.547484], [7.248110, 2.052394, -0.798732], [5.516673, 0.578084, -1.708866]], "forces_ev_per_angstrom": [[0.8224, 0.7329, -0.0026], [-0.0503, 0.1062, 0.1407], [-0.1170, 0.1951, -0.2097], [0.1209, -0.4501, 0.0355], [0.2341, -0.2327, 0.1780], [0.4067, 1.0453, 0.0772], [-0.5373, -0.1851, -0.2299], [-0.0665, -0.1514, -0.0001], [0.0718, 0.0792, 0.0320], [-0.0034, 0.0037, 0.0255], [0.0175, -0.0119, -0.0264], [-0.0191, 0.0070, 0.0049], [-0.0419, -0.1472, -0.0619], [-0.2122, 0.0464, 0.0553], [-0.0755, 0.0355, 0.1089], [-0.1021, -0.0343, -0.0391], [0.0593, 0.0575, -0.0468], [-0.2775, 0.0022, 0.1439], [0.1753, -0.3703, -0.2902], [0.0499, -0.0628, -0.0055], [0.0002, -0.0090, -0.0046], [-0.0122, -0.0070, 0.0120], [0.0102, -0.0092, -0.0076], [0.0056, -0.0006, -0.0034], [-0.0041, -0.0045, -0.0166], [0.0017, 0.0605, 0.0239], [-0.0166, 0.0099, -0.0391], [0.0101, -0.0226, 0.0383], [0.0302, 0.0312, 0.0190], [0.2882, 0.0105, -0.1894], [-0.6827, -0.8203, 0.3562], [-0.0959, -0.0813, -0.1756], [0.1166, 0.0049, 0.0796], [0.0421, 0.0199, -0.0346], [-0.0317, 0.0134, 0.0574], [0.0472, 0.0434, -0.0246], [-0.0134, -0.1053, 0.0545], [-0.0122, 0.0598, -0.0780], [-0.0355, 0.0541, -0.0525], [0.0281, -0.0625, 0.0644], [-0.0533, 0.1003, 0.0032], [-0.1623, -0.0478, 0.0459], [0.1066, 0.0339, -0.1040], [0.0148, 0.0602, -0.0042], [0.1410, 0.2919, -0.0088], [0.0110, 0.0118, -0.0107], [0.0204, -0.0098, 0.0067], [0.0035, -0.0155, 0.0029], [-0.0650, -0.0282, 0.0145], [0.0279, -0.0221, 0.0131], [0.0116, 0.0048, 0.0191], [-0.0291, -0.0018, 0.0301], [0.0039, 0.0048, -0.0440], [-0.7252, -0.4075, -0.0370], [0.3892, 0.0879, 0.1731], [0.1023, 0.0260, -0.0324], [0.0053, -0.0940, 0.0093], [-0.0288, 0.0080, 0.0367], [-0.0119, 0.0126, 0.0112], [-0.0164, 0.0071, 0.0044], [-0.0178, -0.0023, 0.0016], [0.0014, 0.0646, -0.0333], [-0.0277, 0.0265, -0.0465], [-0.0006, -0.0107, 0.0012], [-0.0109, -0.0185, 0.0133], [0.0122, 0.0373, 0.0277], [0.1905, 0.0607, 0.0121], [0.1024, -0.0880, -0.0282], [-0.0300, 0.0594, -0.0920], [0.0056, 0.0307, 0.0273], [0.0072, -0.0012, -0.0066], [-0.0144, 0.0007, -0.0096], [-0.0460, 0.0343, 0.0305], [-0.0893, 0.0952, -0.0249], [0.0099, 0.0015, 0.0024], [0.0104, -0.0034, -0.0195], [-0.0007, 0.0069, -0.0061], [0.0016, -0.0086, 0.0120], [-0.0220, -0.0066, 0.0015], [-0.0184, 0.0018, -0.0068], [0.0090, 0.0103, 0.0162], [0.0031, -0.0029, 0.0133], [0.0307, -0.0518, -0.0312], [0.0281, -0.0627, 0.0704], [-0.0237, -0.0056, -0.0182], [-0.0147, 0.0073, -0.0121], [-0.0109, -0.0146, 0.0055], [0.0381, -0.0332, 0.0025]], "lowdin_charge": [1.03, 0.09, -0.80, 0.65, 0.01, -0.15, -0.17, -0.17, -0.04, -0.07, -0.07, -0.07, -0.03, -0.21, 0.00, -0.03, -0.02, -0.08, -0.03, 0.09, 0.11, 0.12, 0.11, 0.11, 0.11, 0.11, 0.12, 0.12, 0.12, 0.06, -0.04, -0.21, -0.03, -0.07, -0.07, -0.04, -0.09, -0.12, -0.05, -0.07, -0.07, -0.09, -0.35, 0.07, 0.04, 0.12, 0.11, 0.11, 0.12, 0.11, 0.11, 0.12, 0.10, -0.24, 0.98, -0.34, -0.13, -0.06, -0.06, -0.05, -0.08, -0.30, -0.05, -0.06, -0.06, -0.05, -0.10, -0.27, -0.11, -0.06, -0.06, -0.06, -0.06, 0.08, 0.11, 0.11, 0.11, 0.11, 0.11, 0.11, 0.11, 0.11, 0.12, 0.00, 0.11, 0.11, 0.11, 0.10]}

No. 3
{"formula": "C20H23N5O", "method": "ωB97M-V with the def2-TZVPD basis set", "smiles": "CCOc1ccc([C@H]2C[C@H](c3ccccc3C)n3nc(N)nc3N2)cc1", "largest_force_ha_per_bohr": 0.0191, "lumo_ev": 0.730, "homo_lumo_gap_ha": 0.312, "de_lowest_ev": 1.032, "spin_multiplicity": 1, "e_tot_ha": -1124.98092, "elements": ["C", "C", "O", "C", "C", "C", "C", "C", "C", "H", "H", "C", "N", "C", "N", "C", "N", "N", "C", "C", "C", "C", "C", "C", "C", "C", "H", "H", "H", "H", "H", "H", "H", "H", "C", "H", "H", "N", "H", "H", "H", "H", "H", "H", "H", "H", "H", "H", "H"], "coordinates": [[6.595881, 0.664082, -1.746912], [5.292611, -0.026544, -1.377682], [4.753863, 0.645364, -0.255829], [3.585983, 0.205858, 0.278627], [2.840428, -0.867892, -0.192622], [1.658709, -1.223726, 0.438272], [1.195485, -0.528340, 1.542701], [1.950760, 0.543255, 2.013388], [3.124409, 0.908732, 1.394699], [3.712056, 1.737423, 1.756652], [1.611688, 1.093473, 2.879539], [-0.111847, -0.865422, 2.234390], [-0.634132, -2.185455, 1.945864], [-1.242575, -2.353186, 0.736672], [-1.508527, -3.492225, 0.124684], [-2.161125, -3.083333, -0.997895], [-2.287510, -1.778955, -1.115415], [-1.705226, -1.310442, 0.026136], [-1.517767, 0.078345, 0.349242], [-2.747856, 0.896818, 0.034424], [-4.000017, 0.351280, 0.284047], [-5.152231, 1.072617, 0.034902], [-5.057388, 2.360032, -0.461634], [-3.812527, 2.911374, -0.703215], [-2.645254, 2.197863, -0.461397], [-1.316343, 2.837025, -0.742268], [-0.789275, 2.296523, -1.528231], [-1.454354, 3.863923, -1.071619], [-0.684434, 2.843604, 0.144910], [-3.742662, 3.918385, -1.090079], [-5.949775, 2.934923, -0.661060], [-6.118353, 0.631137, 0.228119], [-4.071930, -0.656501, 0.664786], [-0.659657, 0.452268, -0.226203], [-1.201044, 0.150913, 1.849829], [-2.107134, -0.080037, 2.413391], [-0.878980, 1.159826, 2.104961], [-2.691669, -3.978297, -1.885345], [-2.863257, -3.596149, -2.801323], [-2.243950, -4.880486, -1.869559], [-0.080610, -2.973973, 2.243919], [0.044969, -0.812294, 3.319809], [1.102097, -2.063553, 0.048752], [3.163513, -1.438014, -1.049201], [5.478680, -1.081355, -1.131698], [4.587322, 0.019051, -2.219302], [7.042231, 0.175451, -2.608205], [7.288693, 0.619224, -0.911171], [6.408049, 1.707425, -1.984829]], "forces_ev_per_angstrom": [[-0.3911, -0.1172, 0.2019], [0.2129, -0.1325, -0.3120], [-0.0142, 0.1412, 0.1643], [-0.1915, -0.0243, 0.1224], [0.3439, 0.1045, -0.2048], [-0.1299, 0.0471, 0.2018], [-0.0206, -0.1854, 0.0316], [0.0087, -0.0834, -0.1343], [0.1489, 0.0182, -0.1323], [0.0817, 0.1002, 0.0528], [-0.0223, 0.0872, 0.1237], [-0.0091, 0.3093, 0.2018], [0.1793, -0.1981, 0.1480], [-0.4537, 0.0162, -0.3879], [0.1668, -0.2967, 0.2887], [0.3006, 0.7504, 0.5597], [-0.3537, -0.0332, -0.8240], [0.2750, -0.7095, 0.5850], [0.0543, 0.5183, -0.0431], [-0.0628, 0.0199, -0.0474], [-0.0017, 0.0466, 0.0119], [-0.0438, -0.0255, 0.0665], [-0.0524, 0.0511, -0.0285], [-0.0555, 0.0179, 0.0140], [-0.0242, -0.0696, 0.0380], [-0.0175, -0.0624, -0.0165], [0.1209, 0.0059, -0.0369], [0.0372, 0.0543, -0.0059], [0.1297, 0.0333, 0.0218], [0.0300, 0.0917, -0.0343], [-0.0720, 0.0446, -0.0226], [-0.0818, -0.0439, 0.0126], [-0.0015, -0.1238, 0.0020], [-0.1371, -0.0102, 0.1034], [0.1284, -0.2376, -0.0426], [-0.0226, 0.0593, -0.0040], [-0.0184, 0.0142, -0.0315], [-0.1205, -0.1675, -0.2217], [0.0185, -0.0917, -0.0049], [-0.0148, 0.0580, -0.0736], [-0.0318, -0.0077, -0.0492], [-0.0450, 0.0380, -0.1839], [-0.0318, -0.0849, -0.0335], [0.0650, -0.0217, -0.0780], [-0.0956, 0.1027, -0.0293], [0.0320, -0.0573, 0.1285], [0.0625, -0.0350, -0.0881], [0.1020, -0.0068, 0.0462], [0.0187, 0.0959, -0.0558]], "lowdin_charge": [-0.07, -0.27, -0.05, -0.27, 0.00, -0.02, -0.19, -0.03, 0.00, 0.12, 0.12, -0.26, 0.11, -0.39, 0.17, -0.50, 0.14, -0.04, -0.21, -0.15, -0.04, -0.08, -0.09, -0.05, -0.22, -0.04, 0.09, 0.08, 0.08, 0.11, 0.10, 0.10, 0.12, 0.14, -0.05, 0.13, 0.12, 0.12, 0.09, 0.09, 0.15, 0.15, 0.11, 0.10, 0.13, 0.13, 0.08, 0.08, 0.08]}